*one*
The following is a DFT calculation (the ωB97M-V functional and the def2-TZVPD basis) of a structure of composition C4H8IN2.

The LUMO energy is -4.628 eV. As for the multiplicity: 1. The HOMO-LUMO gap comes out at 9.33 eV. The total charge is +1. As for the HOMO energy: -13.96 eV.

Geometry (Å):
C1 -1.008 -0.889 1.513
C2 0.297 -0.591 1.572
C3 -0.843 0.727 0.097
C4 1.526 0.089 -0.438
N1 -1.670 -0.067 0.613
N2 0.564 0.474 0.622
I1 -1.175 2.304 -1.178
H1 -1.560 -1.627 2.065
H2 1.085 -1.003 2.166
H3 -1.653 -0.566 -3.335
H4 -1.765 -0.141 -2.680
H5 2.517 -0.052 -0.009
H6 1.196 -0.844 -0.894
H7 1.573 0.865 -1.202
H8 0.917 1.320 1.087

Results of the Mulliken charge analysis, in e, for atoms 1 through 8: -0.42, -0.21, -0.04, -0.83, -0.30, 0.08, 0.38, 0.44

=====

*two*
The following is a DFT calculation (the ωB97M-V functional and the def2-TZVPD basis) of a structure of composition C4H8IN2.

The LUMO energy (alpha / beta) is -6.697 / -6.702 eV. As for the multiplicity: 1. The HOMO-LUMO gap (alpha / beta) comes out at 7.41 / 7.40 eV. The total charge is +1. As for the HOMO energy (alpha / beta): -14.11 / -14.11 eV.

Geometry (Å):
C1 -0.117 1.315 0.624
C2 1.308 -0.582 0.606
C3 -1.188 -0.771 1.005
C4 -0.200 0.447 -2.035
N1 -0.118 2.473 0.515
N2 -0.056 -0.016 0.563
I1 0.138 2.422 -2.255
H1 2.037 -0.002 0.064
H2 1.819 -0.447 1.542
H3 1.272 -1.569 0.223
H4 -1.155 -0.832 2.107
H5 -2.207 -0.494 0.798
H6 -1.156 -1.651 0.437
H7 0.668 -0.182 -1.683
H8 -1.046 -0.111 -2.511

Results of the Mulliken charge analysis, in e, for atoms 1 through 8: 0.69, -1.06, -0.98, -0.54, -0.62, 0.04, 0.58, 0.42

=====

Verdict on stability: *two* comes out at the bottom.

=====

*one*
The following is a DFT calculation (the ωB97M-V functional and the def2-TZVPD basis) of a cluster of 2 separate species, C4H14NO in total.

The LUMO energy is -3.033 eV. As for the multiplicity: 1. The HOMO-LUMO gap comes out at 12.90 eV. The total charge is +1. As for the HOMO energy: -15.93 eV.

Geometry (Å):
C1 1.091 -1.291 1.913
C2 1.092 -0.144 0.918
N1 -0.274 -0.064 0.212
C3 -0.669 1.291 -0.323
C4 0.358 1.967 -1.175
H1 0.805 -0.978 2.909
H2 0.309 -2.007 1.634
H3 1.957 -1.926 1.810
H4 1.778 -0.266 0.079
H5 1.397 0.803 1.353
H6 -0.111 -0.658 -0.589
H7 -0.987 -0.352 0.872
H8 -1.598 1.089 -0.861
H9 -0.956 1.874 0.553
H10 0.555 1.442 -2.115
H11 1.304 2.095 -0.656
H12 0.027 2.952 -1.496
H13 -2.595 -1.572 -2.054
H14 -1.512 -2.524 -1.649
O1 -1.971 -1.732 -1.335

Results of the Mulliken charge analysis, in e, for atoms 1 through 8: -1.19, -0.39, -0.15, -0.43, -1.14, 0.37, 0.33, 0.34

=====

*two*
The following is a DFT calculation (the ωB97M-V functional and the def2-TZVPD basis) of a cluster of 2 separate species, C4H14NO in total.

The LUMO energy is -3.237 eV. As for the multiplicity: 1. The HOMO-LUMO gap comes out at 12.41 eV. The total charge is +1. As for the HOMO energy: -15.65 eV.

Geometry (Å):
C1 1.871 -1.059 -0.888
C2 0.989 -0.372 0.227
C3 0.565 1.036 -0.193
C4 -0.066 1.697 1.029
N1 -0.304 -1.211 0.382
H1 2.648 -0.350 -1.141
H2 1.291 -1.362 -1.746
H3 2.424 -1.922 -0.607
H4 1.448 -0.528 1.243
H5 1.367 1.513 -0.636
H6 -0.204 0.981 -1.086
H7 0.009 2.812 0.932
H8 -1.089 1.425 1.029
H9 0.415 1.362 2.018
H10 -1.174 -0.725 -0.118
H11 -0.060 -2.110 -0.108
H12 -0.590 -1.548 1.273
H13 -3.312 -0.624 -0.674
H14 -3.425 0.843 -0.473
O1 -2.802 0.143 -0.463

Results of the Mulliken charge analysis, in e, for atoms 1 through 8: -1.56, 0.21, -0.67, -1.02, -0.28, 0.38, 0.46, 0.43

=====

Verdict on stability: *two* comes out at the bottom.

=====

*one*
The following is a DFT calculation (the ωB97M-V functional and the def2-TZVPD basis) of a structure of composition C16H12Br4N4O3STi.

The LUMO energy is -0.833 eV. As for the multiplicity: 1. The HOMO-LUMO gap comes out at 6.85 eV. The total charge is 0. As for the HOMO energy: -7.68 eV.

Geometry (Å):
Ti1 -0.590 -0.380 -0.672
C1 -1.776 1.656 3.203
C2 -1.239 1.214 1.882
N1 -1.504 0.084 1.328
N2 -2.349 -0.751 1.983
C3 -2.522 -1.892 1.364
N3 -3.370 -2.767 1.938
S1 -1.760 -2.399 -0.112
C4 -0.327 2.087 1.127
C5 0.183 3.271 1.644
C6 1.062 4.019 0.879
C7 1.413 3.573 -0.384
C8 0.863 2.387 -0.833
N4 0.010 1.673 -0.104
H1 -2.537 0.961 3.542
H2 -2.205 2.656 3.127
H3 -0.978 1.688 3.949
H4 -3.731 -2.559 2.853
H5 -3.446 -3.699 1.575
H6 -0.093 3.592 2.638
H7 1.474 4.939 1.271
H8 2.103 4.120 -1.010
H9 1.113 1.978 -1.805
Br1 4.231 -4.953 -2.434
C9 3.270 -3.607 -1.531
C10 3.691 -3.148 -0.283
Br2 5.240 -3.861 0.522
C11 2.968 -2.157 0.385
Br3 3.466 -1.475 2.067
C12 1.823 -1.633 -0.196
O1 1.054 -0.690 0.328
C13 1.415 -2.082 -1.461
O2 0.340 -1.449 -1.941
C14 2.125 -3.066 -2.125
Br4 1.492 -3.603 -3.812
C15 -1.739 1.188 -3.573
C16 -1.507 0.611 -2.228
O3 -2.375 0.506 -1.361
H10 -2.773 1.501 -3.720
H11 -1.451 0.437 -4.311
H12 -1.063 2.033 -3.713

Results of the Mulliken charge analysis, in e, for atoms 1 through 8: -0.04, -1.67, 1.02, 1.42, -1.47, 0.63, -0.39, -0.39

=====

*two*
The following is a DFT calculation (the ωB97M-V functional and the def2-TZVPD basis) of a structure of composition C16H12Br4N4O3STi.

The LUMO energy is -1.076 eV. As for the multiplicity: 1. The HOMO-LUMO gap comes out at 7.00 eV. The total charge is 0. As for the HOMO energy: -8.08 eV.

Geometry (Å):
Ti1 0.247 0.293 -0.184
C1 2.339 -2.593 2.422
C2 1.604 -1.883 1.339
N1 1.612 -0.618 1.159
N2 2.371 0.223 1.932
C3 2.744 1.251 1.216
N3 3.504 2.195 1.805
S1 2.370 1.448 -0.490
C4 0.820 -2.607 0.319
C5 0.718 -3.988 0.281
C6 -0.013 -4.585 -0.731
C7 -0.621 -3.791 -1.693
C8 -0.485 -2.421 -1.594
N4 0.214 -1.843 -0.613
H1 2.900 -1.872 3.007
H2 1.623 -3.101 3.070
H3 3.024 -3.338 2.013
H4 3.602 2.169 2.806
H5 3.634 3.069 1.329
H6 1.201 -4.585 1.041
H7 -0.106 -5.662 -0.772
H8 -1.194 -4.220 -2.502
H9 -0.941 -1.743 -2.305
Br1 -2.405 6.425 -1.494
C9 -1.865 4.627 -1.637
C10 -1.926 3.964 -2.863
Br2 -2.552 4.850 -4.403
C11 -1.519 2.632 -2.955
Br3 -1.560 1.650 -4.561
C12 -1.055 1.978 -1.829
O1 -0.630 0.692 -1.804
C13 -1.005 2.637 -0.597
O2 -0.580 1.886 0.429
C14 -1.405 3.959 -0.501
Br4 -1.295 4.763 1.197
C15 -2.569 -0.051 1.205
C16 -1.174 -0.631 1.326
O3 -0.943 -1.518 2.108
H10 -3.300 -0.705 1.680
H11 -2.820 0.116 0.155
H12 -2.566 0.928 1.687

Results of the Mulliken charge analysis, in e, for atoms 1 through 8: 0.00, -1.73, 0.76, 1.38, -1.64, 0.62, -0.42, -0.45

=====

Verdict on stability: *two* comes out at the bottom.